1.
# C28H56O21

7 unconnected molecules or ions with the total composition C28H56O21 in a non-equilibrium geometry (wB97M-V/def2-TZVPD, the OMol25 dataset).

SMILES	CCOC(=O)OC.CCOC(=O)OC.CCOC(=O)OC.CCOC(=O)OC.CCOC(=O)OC.CCOC(=O)OC.CCOC(=O)OC
gap between HOMO and LUMO	0.4090	Eh
E_HOMO	-10.6	eV
energy relative to the best compared isomer or geometry (same formula, charge and spin)	21.3	kcal per mole

```
! wB97M-V def2-TZVPD RIJCOSX def2/J DEFGRID3
* xyz 0 1
C -4.5543 -4.3762 -3.8986
C -5.0188 -3.0233 -3.3687
O -3.8984 -2.3185 -2.8452
C -3.9132 -0.9948 -2.9859
O -4.7988 -0.3374 -3.4624
O -2.7704 -0.5117 -2.5359
C -2.4969 0.8496 -2.7778
H -3.9669 -4.1586 -4.7965
H -5.3865 -4.9500 -4.3009
H -3.9682 -4.8653 -3.1262
H -5.6902 -3.1977 -2.5211
H -5.5713 -2.4843 -4.1348
H -1.4603 1.1272 -2.5645
H -3.1066 1.5155 -2.1711
H -2.5306 1.0944 -3.8420
C 3.2040 4.6927 2.3850
C 2.2550 5.5340 3.2399
O 2.8075 6.0334 4.4584
C 3.2653 5.1329 5.3265
O 3.3220 3.9475 5.1546
O 3.6580 5.7866 6.4048
C 4.3450 5.0837 7.4197
H 3.0324 4.8272 1.3163
H 3.1784 3.6215 2.5810
H 4.2279 5.0172 2.5803
H 1.2660 5.1116 3.3979
H 2.1485 6.4472 2.6549
H 4.2473 5.7014 8.3106
H 5.4084 5.0133 7.1906
H 3.9852 4.0891 7.6761
C -0.3205 3.0852 1.5716
C 0.0328 2.4577 0.2418
O 1.1255 1.5489 0.3496
C 0.8612 0.2567 0.4317
O -0.2248 -0.2531 0.4646
O 2.0065 -0.3928 0.4227
C 1.9523 -1.7977 0.3959
H -0.7812 2.2895 2.1602
H -0.9570 3.9540 1.4099
H 0.5612 3.4233 2.1153
H 0.3209 3.2242 -0.4827
H -0.8344 2.0016 -0.2349
H 1.7643 -2.2880 1.3458
H 2.8959 -2.1687 -0.0009
H 1.1834 -2.1781 -0.2826
C -3.0735 6.2637 1.0125
C -4.3810 5.5243 0.7996
O -4.3332 4.2292 1.3722
C -3.8521 3.2327 0.6177
O -3.5016 3.3175 -0.5295
O -3.7745 2.1727 1.3907
C -3.4135 0.9286 0.8035
H -2.3012 5.9596 0.3021
H -2.7192 5.9999 2.0115
H -3.1587 7.3423 0.8864
H -4.6333 5.5929 -0.2623
H -5.2159 6.0075 1.3078
H -3.3897 0.2102 1.6158
H -2.4496 0.9757 0.3051
H -4.1313 0.5580 0.0696
C 3.5310 3.3636 -1.8596
C 3.7266 2.6966 -3.1894
O 2.5364 2.8725 -3.9732
C 2.5489 2.3408 -5.1757
O 3.4871 1.8170 -5.7116
O 1.3298 2.4732 -5.6982
C 1.1828 2.1181 -7.0638
H 4.4206 3.3223 -1.2383
H 2.6612 2.9910 -1.3151
H 3.2293 4.4048 -2.0234
H 3.8482 1.6143 -3.0771
H 4.6534 2.9716 -3.6927
H 0.1509 1.7850 -7.1734
H 1.8422 1.3415 -7.4407
H 1.2783 3.0054 -7.6918
C -1.9434 -7.1251 1.7119
C -0.8390 -6.4873 0.9017
O -1.1806 -5.1274 0.5781
C -0.6690 -4.6122 -0.5370
O 0.0323 -5.1894 -1.3386
O -1.0498 -3.3542 -0.6287
C -0.7681 -2.6524 -1.8300
H -2.8808 -7.1036 1.1599
H -2.0362 -6.6338 2.6804
H -1.6499 -8.1571 1.9053
H -0.6709 -7.0782 -0.0001
H 0.0993 -6.3918 1.4508
H 0.2323 -2.8510 -2.2073
H -0.9478 -1.5923 -1.6848
H -1.4649 -2.9527 -2.6171
C 2.8108 -7.5881 0.1033
C 2.9510 -6.2006 0.6707
O 2.1177 -6.1391 1.8552
C 1.9934 -4.9282 2.4019
O 2.7836 -4.0337 2.3362
O 0.8129 -4.8969 3.0233
C 0.2059 -3.6110 3.2655
H 3.0290 -8.4263 0.7636
H 3.5320 -7.6947 -0.7123
H 1.8116 -7.7221 -0.3124
H 2.6214 -5.4523 -0.0493
H 3.9773 -6.0163 0.9928
H -0.7179 -3.8779 3.7671
H 0.0539 -3.0492 2.3476
H 0.8499 -3.0581 3.9505
*
```

2.
# C28H57BCl20F2NO4PSSi3

A molecular structure, C28H57BCl20F2NO4PSSi3 in a non-equilibrium geometry (wB97M-V/def2-TZVPD, the OMol25 dataset).

gap between HOMO and LUMO	0.2696	Eh
E_HOMO	-7.5	eV

```
! wB97M-V def2-TZVPD RIJCOSX def2/J DEFGRID3
* xyz 0 1
C 0.1916 -1.9152 5.2320
C 1.2442 -0.6673 5.4259
O 2.4604 -0.7715 4.6047
C 2.3048 -0.1347 3.2874
C 2.2874 1.5342 3.3929
Si 0.6091 2.1689 2.5936
O -0.6262 1.0368 3.1192
Si -2.2527 1.6125 2.7882
C -2.9824 2.8104 4.1072
C -4.5828 3.1012 3.7179
C -4.7806 4.4794 2.8269
S -4.4766 4.2622 0.9886
P -3.5516 -0.2121 2.8319
N -4.6756 -0.1664 1.6432
B 0.3827 3.9819 3.2162
O 0.7051 4.2533 4.6559
O -0.0988 5.1311 2.3818
C 0.9207 2.2224 0.6949
F 1.5293 3.5759 0.4107
F -0.2941 2.1421 -0.1483
C 1.9963 1.1209 0.1319
C 2.3125 1.5305 -1.4475
Si 1.9510 -0.0030 -2.6206
C 3.4740 -1.1979 -2.3566
C 1.8709 0.5318 -4.4869
C 0.2652 -0.7896 -2.0466
C -1.1159 0.0414 -2.4930
C -2.6083 -0.5818 -2.0903
C -2.6341 -2.0005 -1.2484
C -1.2847 -2.8213 -0.7668
C 0.1904 -2.2010 -1.1672
H 0.6631 -2.9808 5.3397
H -0.6595 -1.8408 6.0646
H -0.3703 -1.7883 4.2001
H 0.6520 0.3378 5.3115
H 1.5993 -0.7082 6.5612
H 3.2826 -0.4122 2.6613
H 1.4031 -0.5525 2.6466
H 3.2218 1.9766 2.8086
H 2.3820 1.8083 4.5276
H -2.4206 2.1644 1.4207
H -2.8691 2.3888 5.2183
H -2.4822 3.8825 4.1335
H -5.2390 3.2641 4.7008
H -5.0690 2.2327 3.1027
H -5.9269 4.7883 2.9432
H -4.0724 5.3621 3.1814
H -5.4080 3.3744 0.4134
H -2.7025 -1.3782 2.7778
H -4.1870 -0.2134 4.1569
H -5.6271 -0.1742 2.1203
H 0.5205 3.3798 5.1533
H -1.0823 5.1976 2.6467
H 1.6431 0.0061 0.2488
H 3.0245 1.2026 0.7169
H 3.4565 1.8627 -1.4958
H 1.6014 2.3851 -1.8537
H 3.2022 -2.1162 -1.6795
H 3.9026 -1.5470 -3.3903
H 4.3394 -0.5623 -1.8349
H 0.7901 0.9079 -4.8058
H 2.1842 -0.3918 -5.1362
H 2.6049 1.4418 -4.6530
H -1.0314 1.0483 -3.0981
H -3.5617 0.0254 -2.4119
H -3.7022 -2.4288 -0.9820
H -1.2938 -3.8446 -0.1699
H 1.2213 -2.6946 -0.8753
C -3.4428 -1.1598 -5.5892
Cl -2.3569 -0.2000 -4.5771
Cl -2.9121 -2.8439 -5.6725
H -4.4491 -1.1245 -5.1646
H -3.4531 -0.7398 -6.5979
C -2.4911 -0.1490 -10.0047
Cl -3.8193 0.6507 -9.1555
Cl -2.1221 -1.7165 -9.2756
H -2.7762 -0.3005 -11.0487
H -1.6028 0.4852 -9.9532
C 5.5262 -2.5926 -5.5655
Cl 3.7906 -2.5721 -5.9002
Cl 6.4573 -2.8329 -7.0488
H 5.8131 -1.6388 -5.1159
H 5.7452 -3.4080 -4.8719
C 2.5991 -5.2133 4.8773
Cl 0.8635 -5.1929 4.5426
Cl 3.5302 -5.4536 3.3940
H 2.8861 -4.2595 5.3269
H 2.8181 -6.0288 5.5709
C -0.4684 0.9512 -12.9405
Cl -1.7966 1.7509 -12.0912
Cl -0.0994 -0.6163 -12.2114
H -0.7535 0.7997 -13.9845
H 0.4199 1.5854 -12.8890
C -2.1070 -7.0956 -1.1179
Cl -1.3503 -8.0048 -2.4316
Cl -1.5059 -5.4341 -1.0657
H -3.1884 -7.0780 -1.2742
H -1.8794 -7.5863 -0.1685
C 1.6988 1.3459 9.0550
Cl 2.5899 -0.0556 8.4496
Cl 1.2110 2.4101 7.7305
H 0.8055 0.9997 9.5806
H 2.3384 1.9043 9.7428
C 5.1113 3.1854 5.1776
Cl 3.5403 3.8513 4.7154
Cl 5.2654 1.5018 4.6614
H 5.9007 3.7758 4.7060
H 5.2129 3.2350 6.2645
C -7.3910 -2.3934 0.0253
Cl -8.0516 -4.0073 0.3146
Cl -5.6521 -2.4641 -0.2850
H -7.8897 -1.9551 -0.8427
H -7.5702 -1.7725 0.9063
C 6.3812 2.1098 -1.1515
Cl 5.7483 1.0086 -2.3810
Cl 8.0346 1.6769 -0.7002
H 6.3758 3.1277 -1.5488
H 5.7448 2.0565 -0.2647
*
```

no.,LUMO level (eV)
1,0.558
2,-0.114